Run A
This record from the OMol25 dataset describes a cluster of 2 separate species, C5H14N2S in total. The level of theory is wB97M-V/def2-TZVPD.

Atoms and positions in Å:
1 N 0.12840 -2.27507 1.91063
2 C -0.12399 -0.89212 1.34946
3 C -1.43243 -0.26212 1.80674
4 S 2.62384 0.01602 2.72332
5 C -0.04025 -0.71807 -0.14945
6 N -0.19863 0.64385 -0.71265
7 C 0.06675 0.62597 -2.14274
8 C 0.36279 2.15385 -2.50209
9 H 0.99235 -2.65422 1.48838
10 H -1.57100 0.59684 1.13033
11 H 0.32575 -2.32892 2.94475
12 H 0.71045 -0.40454 1.88180
13 H -1.58044 0.02165 2.83675
14 H -2.15614 -1.02996 1.50330
15 H 0.84025 -1.21112 -0.49982
16 H -0.88675 -1.27616 -0.47068
17 H 0.62004 1.17339 -0.22848
18 H 0.92804 -0.03110 -2.43902
19 H -0.81765 0.28992 -2.69712
20 H 0.84922 2.61460 -1.63883
21 H -0.53649 2.70581 -2.68273
22 H 0.89587 2.24149 -3.41185

Net charge = 0
Kohn-Sham gap = 6.25 eV



Run B
This record from the OMol25 dataset describes a cluster of 3 separate species, C5H14N2S in total. The level of theory is wB97M-V/def2-TZVPD.

Atoms and positions in Å:
1 C -1.60344 -1.11777 1.42534
2 C -2.31812 -0.69480 0.15323
3 S -2.62382 1.02905 0.02123
4 C 1.22979 1.74373 -0.55177
5 N 1.92612 1.25267 -1.61901
6 C 1.11131 0.20061 -0.52165
7 C 2.03455 -0.34559 0.60987
8 N 1.24091 -0.89694 1.65572
9 H -0.50688 -0.80549 1.29777
10 H -1.88349 -0.52477 2.29281
11 H -1.82794 -1.10553 -0.72656
12 H -3.33488 -1.11095 0.21939
13 H -1.21249 0.95173 -3.56847
14 H 0.31082 2.30258 -0.76159
15 H 1.81891 2.15695 0.26315
16 H -1.51269 -2.19247 1.57897
17 H 0.05393 -0.04839 -0.44516
18 H 1.57224 -0.10257 -1.52900
19 H 2.55520 0.51249 1.04657
20 H 2.74937 -1.06732 0.19972
21 H 1.77287 -1.62469 2.15049
22 H -1.55229 1.48746 -3.19104

Net charge = 0
Kohn-Sham gap = 3.60 eV



Most stable: run A (next structure +0.2481 hartree)



Run A
This record from the OMol25 dataset describes a cluster of 2 separate species, C5H14N2S in total. The level of theory is wB97M-V/def2-TZVPD.

Atoms and positions in Å:
1 N 1.30894 -1.31108 1.93369
2 C 0.88346 -0.72234 0.65834
3 C 0.25382 -1.71848 -0.25101
4 C -0.27342 -1.13452 -1.48785
5 S 0.93726 -0.08636 -2.36434
6 C 0.11399 0.54812 1.02133
7 N 0.00457 1.72195 0.07476
8 C -1.45051 2.28378 -0.01175
9 H 2.26995 -0.91642 2.20011
10 H 1.32427 -2.34558 1.80596
11 H 1.78478 -0.52792 0.07224
12 H -0.46159 -2.38352 0.39913
13 H 0.97595 -2.47974 -0.62473
14 H -1.24261 -0.49187 -1.17018
15 H -0.78556 -1.82828 -2.07118
16 H -0.28185 1.58923 -2.49593
17 H 0.59578 0.91869 1.91878
18 H -0.92788 0.19344 1.32563
19 H 0.25551 1.53002 -0.88483
20 H -1.81450 2.35255 1.01248
21 H -2.08833 1.53785 -0.54988
22 H -1.38203 3.27047 -0.51075

Net charge = 0
Kohn-Sham gap = 6.98 eV



Run B
This record from the OMol25 dataset describes an isolated molecule of C5H14N2S. The level of theory is wB97M-V/def2-TZVPD.

Atoms and positions in Å:
1 C -2.14862 -0.44016 -0.26013
2 N -0.89475 -1.18461 -0.32514
3 C -0.97725 -2.15717 -1.41346
4 C 0.26980 -0.31677 -0.53470
5 C 0.67877 0.46000 0.70470
6 N -0.24847 1.55610 0.94095
7 C 2.13675 0.91162 0.60372
8 S 2.92317 1.30534 2.19138
9 H -2.96555 -1.11553 -0.46791
10 H -2.29596 0.01573 0.71332
11 H -2.19075 0.37422 -0.99387
12 H -0.01652 -2.66967 -1.52993
13 H -1.68688 -2.93591 -1.13780
14 H -1.25669 -1.68622 -2.36211
15 H 0.09389 0.36392 -1.38927
16 H 1.08267 -0.98086 -0.81098
17 H 0.58751 -0.19793 1.57076
18 H -0.13258 2.01648 1.83243
19 H -0.23741 2.21888 0.17772
20 H 2.21289 1.81596 -0.00393
21 H 2.76413 0.17514 0.10771
22 H 2.30186 2.47144 2.38653

Net charge = 0
Structure (SMILES) = CN(C)C[C@H](N)CS
Kohn-Sham gap = 9.44 eV



Run C
This record from the OMol25 dataset describes a cluster of 2 separate species, C5H14N2S in total. The level of theory is wB97M-V/def2-TZVPD.

Atoms and positions in Å:
1 C -2.31260 0.93953 0.01027
2 C -2.41320 -0.22415 -0.94404
3 S -1.82684 -1.84455 -0.09250
4 C -0.93522 0.92784 0.76059
5 N 0.15558 0.53112 -0.17058
6 C 1.36564 0.42431 0.66411
7 C 2.57783 0.12227 -0.21951
8 N 2.40674 -1.19893 -0.90054
9 H -3.02241 0.74665 0.82275
10 H -2.53291 1.91753 -0.43481
11 H -1.79974 -0.00396 -1.81926
12 H -3.41369 -0.41034 -1.33327
13 H 0.02890 -2.29335 0.47632
14 H -1.02012 0.29173 1.65186
15 H -0.59506 1.90074 1.13795
16 H -0.01750 -0.44981 -0.36318
17 H 1.16171 -0.31902 1.44956
18 H 1.55079 1.38985 1.15146
19 H 2.72019 0.83393 -1.03098
20 H 3.48044 0.17113 0.39775
21 H 2.98403 -1.93969 -0.49237
22 H 1.45743 -1.51280 -0.72161

Net charge = 0
Kohn-Sham gap = 7.79 eV



Most stable: run B (next structure +0.1168 hartree)



Run A
This record from the OMol25 dataset describes a cluster of 3 separate species, C5H16NO3 in total. The level of theory is wB97M-V/def2-TZVPD.

Atoms and positions in Å:
1 C 1.09212 1.52401 0.78018
2 C 0.07681 0.45412 0.34690
3 C -0.77091 0.00507 1.55397
4 C -0.02057 -0.92605 2.49244
5 N -0.68828 0.96639 -0.79301
6 C -1.64760 -0.04452 -1.46274
7 O -2.67491 -0.41321 -0.73674
8 H 0.56488 2.42997 1.07031
9 H 1.71816 1.18825 1.58914
10 H 1.77864 1.78326 -0.03885
11 H 0.66569 -0.40898 -0.00667
12 H -1.18198 0.85569 2.11017
13 H -1.63625 -0.50371 1.11459
14 H 0.23530 -1.87239 1.99416
15 H -0.62928 -1.21128 3.34162
16 H 0.93924 -0.52320 2.83322
17 H -1.25438 1.73214 -0.44071
18 H -1.91357 0.48757 -2.39029
19 H -0.97819 -0.91810 -1.76764
20 H 1.58982 -0.13710 -2.43903
21 H 0.85792 1.13829 -2.05824
22 O 1.64715 0.81915 -2.54792
23 H 1.17311 -2.46818 -0.93543
24 H 0.11278 -1.70947 -1.76630
25 O 0.94429 -2.24772 -1.84314

Net charge = -1
Kohn-Sham gap = 6.91 eV



Run B
This record from the OMol25 dataset describes a structure of composition C5H16NO3. The level of theory is wB97M-V/def2-TZVPD.

Atoms and positions in Å:
1 C -1.74628 -0.83991 -0.99345
2 N -0.52496 -1.64672 -0.99506
3 C 0.67558 -0.98674 -1.59221
4 C 1.50021 -0.17488 -0.60423
5 C 1.44374 1.35501 -0.69080
6 O 1.75072 1.94244 0.52099
7 C -1.85498 0.09607 0.19949
8 H -1.75684 -0.32020 -1.96714
9 H -2.55729 -1.57448 -0.99720
10 H -0.28522 -1.90979 -0.05094
11 H 1.26219 -1.82819 -1.96653
12 H 0.25687 -0.35310 -2.31150
13 H 1.26554 -0.43656 0.42928
14 H 2.57923 -0.47056 -0.58565
15 H 2.20526 1.66615 -1.39606
16 H 0.47159 1.67415 -1.13920
17 H -2.02112 -0.46476 1.07206
18 H -0.90772 0.57750 0.39476
19 H -2.60023 0.90079 0.12594
20 H 0.97519 1.74250 1.33526
21 H -0.42228 2.24771 2.20103
22 O 0.11462 1.45268 2.12044
23 H -0.05870 -0.32709 1.75394
24 H 0.36895 -1.09917 2.96721
25 O -0.13408 -1.22287 2.16957

Net charge = -1
Kohn-Sham gap = 8.16 eV



Run C
This record from the OMol25 dataset describes a cluster of 3 separate species, C5H16NO3 in total. The level of theory is wB97M-V/def2-TZVPD.

Atoms and positions in Å:
1 C -0.11494 0.33454 -2.24557
2 C -0.01962 0.11286 -0.72098
3 C -0.53694 1.28520 0.09412
4 C -0.02317 2.73192 -0.23337
5 N -0.74298 -1.15126 -0.31948
6 C -0.45632 -1.46556 1.17561
7 O -1.06185 -0.74770 2.08581
8 H -0.99627 0.85042 -2.64308
9 H 0.71516 0.98987 -2.51937
10 H -0.04328 -0.52170 -2.96833
11 H 1.01500 -0.16075 -0.53525
12 H -1.63631 1.34066 0.09720
13 H -0.25957 1.05010 1.10802
14 H -0.07989 2.82338 -1.29824
15 H 0.96365 2.84419 0.23585
16 H -0.74740 3.38917 0.22742
17 H -1.71367 -0.93670 -0.50599
18 H -0.91420 -2.51939 1.08887
19 H 0.65239 -1.56209 1.40213
20 H 0.03103 -2.72014 -1.42108
21 H 1.07146 -1.86797 -2.06540
22 O 0.85133 -2.78801 -1.94272
23 H 2.18607 0.82558 2.18527
24 H 0.74463 1.30805 2.35740
25 O 1.65313 1.61784 2.25481

Net charge = -1
Kohn-Sham gap = 6.63 eV



Most stable: run A (next structure +0.0147 hartree)